Computed, not measured: C35H43N2O3PZn as an isolated structure, with ωB97M-V with the def2-TZVPD basis set.

Structure (XYZ):
```
85
Properties=species:S:1:pos:R:3:lowdin_spin:R:1
Zn 0.11550 -0.18103 0.27560 0.0021
P 2.65381 0.12418 -0.02261 0.0000
O -1.77148 -0.58798 -0.07713 0.1892
O -0.06682 -0.40607 2.23393 0.0446
O 0.64377 -2.21468 -0.33248 0.0029
N 0.22702 1.80118 -0.22177 0.0015
N -0.19361 -3.15301 0.02880 0.0011
C -1.35490 2.99643 1.22079 0.0003
C -3.64408 -0.58541 3.11334 0.1289
C 2.64836 1.91393 -0.27159 0.0000
C -3.54443 -0.58226 4.49423 0.0029
C 1.35711 2.53074 -0.27289 0.0002
C -2.29817 -0.52023 5.10203 0.1483
C 5.00626 4.87786 -0.85704 0.0000
C 1.34223 3.95115 -0.40280 0.0000
C -4.10377 -0.47861 0.28936 0.0333
C 3.07127 -0.54447 2.61866 0.0000
C -1.32896 -5.17609 -0.43047 0.0007
C -1.15464 -0.46599 4.29349 0.0193
C -0.75487 -3.09630 1.25877 0.0013
C 3.85881 -0.31867 1.32558 0.0000
C -1.61050 -4.09307 1.67375 0.0010
C -1.90119 -5.15449 0.83086 0.0026
C 4.86655 -0.36693 -1.83216 0.0000
C -1.20878 -0.46599 2.90469 0.0701
C -0.38070 2.96424 2.36536 0.0004
C -1.01265 2.45212 -0.02415 0.0005
C -2.70322 -0.52965 0.84615 0.2669
C 3.38614 -0.60881 -1.55727 0.0000
C -1.95290 2.44647 -1.06118 0.0002
C 2.49427 4.67761 -0.56600 0.0000
C -1.59422 1.82382 -2.37958 0.0007
C -3.57083 3.53657 0.38018 0.0002
C 3.78969 2.69950 -0.46937 0.0000
C -0.48241 -4.15846 -0.81668 0.0017
C 5.02242 0.63040 1.59911 0.0000
C -2.50715 -0.52917 2.24757 0.0369
C -2.62729 3.52998 1.39785 0.0008
C -4.94337 4.11658 0.60180 0.0004
C 2.52809 -0.17120 -2.74387 0.0000
C -3.21189 2.99133 -0.84648 0.0002
C 3.75696 4.07252 -0.61890 0.0000
H -2.89568 3.92136 2.37502 0.0001
H 5.60005 0.25433 2.44869 0.0000
H 2.64452 0.90037 -2.92252 0.0000
H -1.53796 -5.97148 -1.13192 0.0000
H 2.60874 0.38537 2.95748 0.0000
H 5.70357 0.72945 0.75372 0.0000
H -2.20607 -0.49838 6.18153 0.0122
H 5.01406 5.79246 -0.25921 0.0000
H -0.00052 -4.08310 -1.77874 0.0001
H -0.47336 -2.22067 1.83360 0.0001
H 0.34362 3.78126 2.29123 0.0000
H -1.42328 0.75316 -2.24560 0.0001
H 3.73676 -0.90881 3.40699 0.0000
H -0.67592 2.25549 -2.78309 0.0001
H 2.25279 -1.24951 2.48451 -0.0001
H 2.82137 -0.70634 -3.65083 0.0000
H -5.67022 3.67673 -0.08287 0.0001
H -2.56528 -5.94682 1.14805 0.0003
H -4.44579 -0.63216 5.09568 -0.0047
H -0.16638 -0.40433 4.73695 -0.0026
H 0.17569 2.02574 2.36836 0.0002
H 5.89628 4.30265 -0.59479 0.0000
H -4.63021 -0.63460 2.67182 0.0133
H -2.04354 -4.01495 2.66104 0.0000
H -3.93774 2.97200 -1.65485 0.0000
H 4.26081 -1.28485 0.99438 0.0000
H 4.65623 1.62494 1.85594 0.0000
H 5.49831 -0.69161 -1.00403 0.0000
H -4.65270 0.39914 0.64612 0.0096
H 5.06452 0.68797 -2.02808 0.0000
H 5.10778 5.17744 -1.90490 0.0000
H 3.23179 -1.68379 -1.40602 0.0000
H -4.69521 -1.36331 0.55690 0.0117
H -5.28542 3.93299 1.62158 0.0002
H 0.38447 4.45629 -0.39530 0.0000
H -4.95194 5.19857 0.44187 0.0000
H 1.46894 -0.36147 -2.55878 0.0000
H -2.39896 1.96156 -3.10423 0.0000
H -0.90783 3.05202 3.31595 0.0002
H -4.03177 -0.42526 -0.79600 -0.0004
H 2.42010 5.75747 -0.66526 0.0000
H 4.75695 2.21394 -0.50290 0.0000
H 5.17446 -0.92740 -2.72036 0.0000
```

## Properties
**Net charge**: -1
**Lowest unoccupied orbital energy (spin up / spin down)**: 2.39 / 2.39 eV
**Highest occupied orbital energy (spin up / spin down)**: -1.58 / -3.91 eV
**2S+1**: 2
**Kohn-Sham gap (spin up / spin down)**: 0.1461 / 0.2315 Ha
**Energy above the lowest of the compared OMol25 structures with the same formula, charge and spin**: 29.5 kJ/mol
**F_max**: 0.5 eV/Å